# 1
Entry from the OMol25 dataset: C13H12N4PdS3 as an isolated structure at a distorted geometry (the ωB97M-V functional and the def2-TZVPD basis).

Summary:
spin multiplicity: 5
HOMO energy (alpha / beta): -0.504 / -0.531 Ha
energy relative to the best compared isomer or geometry (same formula, charge and spin): 0.0 kcal/mol
molar mass: 426.89 g/mol
orbital gap (alpha / beta): 5.61 / 3.67 eV
<S²>: 6.06
charge: +2

Geometry (Å):
1 Pd 0.34 0.29 -0.62
2 S 0.70 -1.97 -0.04
3 S 2.63 0.79 -0.70
4 S 3.73 3.37 -0.89
5 N 0.24 1.83 -1.96
6 N 1.28 2.72 -1.94
7 N -0.83 -2.88 1.98
8 N -1.65 0.32 -1.09
9 C -0.95 -3.33 3.22
10 C -2.04 1.29 -1.98
11 C 5.09 2.42 -1.67
12 C -0.04 -3.16 4.27
13 C 1.05 -2.28 4.00
14 C -0.93 2.12 -2.46
15 C -3.37 1.38 -2.35
16 C -4.29 0.56 -1.61
17 C 0.35 -2.27 1.62
18 C 1.28 -1.91 2.68
19 C 2.34 2.33 -1.28
20 C -2.51 -0.48 -0.45
21 C -3.82 -0.39 -0.75
22 H -4.53 -1.04 -0.24
23 H 4.84 2.23 -2.78
24 H -2.03 -1.21 0.23
25 H -0.10 -3.83 5.12
26 H 2.07 -1.34 2.35
27 H -1.70 -4.09 3.35
28 H -3.70 2.05 -3.12
29 H 1.70 -1.88 4.75
30 H -0.95 3.02 -3.14
31 H -5.41 0.63 -1.75
32 H 5.95 3.16 -1.71
33 H 5.26 1.55 -1.05

---

# 2
Entry from the OMol25 dataset: C13H12NO2RuSe3Te as an isolated structure at a distorted geometry (the ωB97M-V functional and the def2-TZVPD basis).

Summary:
spin multiplicity: 6
HOMO energy (alpha / beta): -0.265 / -0.277 Ha
molar mass: 679.79 g/mol
orbital gap (alpha / beta): 6.48 / 5.40 eV
<S²>: 8.78

Geometry (Å):
1 Te 5.21 0.36 -0.21
2 Ru 1.34 0.52 0.82
3 Se 2.76 0.54 2.94
4 Se 3.01 1.14 -0.95
5 Se 4.92 0.38 2.46
6 O 0.66 -1.20 2.15
7 O -0.85 -2.81 2.40
8 N 0.48 -1.28 -0.49
9 C -0.20 -2.19 0.20
10 C -1.69 0.93 0.23
11 C 0.11 2.56 1.61
12 C -1.64 0.89 1.62
13 C 0.05 2.60 0.21
14 C -0.34 -2.22 -2.51
15 C -0.86 1.79 -0.49
16 C -0.14 -2.08 1.73
17 C -0.74 1.70 2.32
18 C -1.04 -3.18 -1.80
19 C 0.43 -1.30 -1.81
20 C -0.98 1.90 -1.98
21 C -0.97 -3.17 -0.42
22 H -1.65 -3.91 -2.32
23 H -1.70 2.67 -2.24
24 H -1.47 -3.89 0.21
25 H -0.74 1.70 3.40
26 H 0.65 3.33 -0.34
27 H -2.40 0.30 -0.29
28 H -0.37 -2.18 -3.59
29 H 0.74 3.26 2.15
30 H -0.02 2.18 -2.43
31 H -2.30 0.23 2.17
32 H -1.31 0.96 -2.42
33 H 1.02 -0.55 -2.32

---

# 3
Entry from the OMol25 dataset: C13H12O5 as an isolated structure at a distorted geometry (the ωB97M-V functional and the def2-TZVPD basis).

Summary:
HOMO energy: -0.299 Ha
energy relative to the best compared isomer or geometry (same formula, charge and spin): 299.1 kcal/mol
molar mass: 248.23 g/mol
orbital gap: 7.44 eV

Geometry (Å):
1 O 4.29 -0.13 -0.03
2 O 1.48 -1.90 -0.49
3 O -3.86 -1.11 0.54
4 O -5.68 0.23 0.65
5 O 2.15 0.59 0.96
6 C 2.41 -0.97 -1.05
7 C -0.61 -2.67 0.08
8 C -1.79 -0.02 -0.26
9 C -0.38 -0.14 -0.36
10 C -3.68 1.27 -0.14
11 C -1.50 2.48 -0.61
12 C -4.36 0.25 0.26
13 C -2.47 -1.38 0.13
14 C -1.92 -2.37 0.46
15 C 2.88 -0.06 0.16
16 C 4.92 0.96 1.12
17 C -2.43 1.27 -0.13
18 C 0.26 -1.64 -0.21
19 H 4.67 0.86 2.03
20 H 0.33 0.66 -0.69
21 H 3.21 -1.60 -1.17
22 H 6.00 0.75 0.95
23 H 4.79 1.98 0.76
24 H -4.15 2.03 -0.13
25 H -1.07 2.40 -1.90
26 H -2.54 -3.43 0.78
27 H -2.02 3.29 -0.68
28 H -0.22 -3.66 0.47
29 H 2.03 -0.48 -1.70
30 H -0.74 2.55 0.21

---

# 4
Entry from the OMol25 dataset: C13H13BN6ReSTe as an isolated structure (the ωB97M-V functional and the def2-TZVPD basis).

Summary:
spin multiplicity: 4
HOMO energy (alpha / beta): -0.491 / -0.494 Ha
molar mass: 609.98 g/mol
orbital gap (alpha / beta): 5.27 / 4.67 eV
<S²>: 3.78
charge: +2

Geometry (Å):
1 Re 0.00 -0.15 0.16
2 Te 0.08 3.74 -2.35
3 S 0.29 5.77 0.25
4 N -1.14 2.33 1.07
5 N 0.02 0.97 2.82
6 N -1.34 1.30 0.20
7 N 1.47 1.17 0.22
8 N 1.37 2.20 1.10
9 N -0.02 -0.21 2.14
10 C -2.14 3.18 0.94
11 C 3.32 2.38 0.04
12 C -0.53 7.80 -1.05
13 C -0.11 7.43 0.19
14 C 0.01 0.71 4.12
15 C 2.66 1.27 -0.42
16 C -2.50 1.53 -0.47
17 C -3.04 2.71 -0.03
18 C -0.53 6.71 -1.97
19 C -0.04 -0.67 4.31
20 C 2.47 2.94 1.00
21 C -0.06 -1.22 3.06
22 C -0.11 5.53 -1.41
23 B 0.10 2.31 2.00
24 H -2.17 4.08 1.54
25 H 2.95 0.56 -1.18
26 H 0.00 8.06 1.06
27 H -3.95 3.18 -0.35
28 H 2.59 3.82 1.62
29 H -0.10 -2.25 2.75
30 H 0.14 3.26 2.71
31 H -0.06 -1.20 5.25
32 H -0.83 6.80 -3.00
33 H 0.04 1.51 4.84
34 H -2.86 0.85 -1.22
35 H -0.83 8.81 -1.31
36 H 4.28 2.75 -0.27

---

# 5
Entry from the OMol25 dataset: a 5-piece molecular cluster, C13H13Cl9N2 overall at a distorted geometry (the ωB97M-V functional and the def2-TZVPD basis).

Summary:
spin multiplicity: 2
HOMO energy (alpha / beta): -0.418 / -0.418 Ha
molar mass: 516.34 g/mol
orbital gap (alpha / beta): 6.69 / 2.40 eV
<S²>: 0.77
charge: +1

Geometry (Å):
1 Cl -2.97 2.59 -2.93
2 Cl 3.22 -6.77 -0.23
3 Cl 2.64 -1.49 -0.27
4 Cl 2.78 -6.25 2.56
5 Cl -0.07 3.04 -3.09
6 Cl -1.25 2.65 -0.52
7 Cl -0.09 -0.76 -0.27
8 Cl 1.49 -4.46 0.61
9 Cl 1.67 0.53 1.63
10 N -3.64 -1.31 -0.70
11 N 4.39 4.29 1.78
12 C -3.27 -2.10 0.34
13 C 1.34 -0.99 0.79
14 C 3.59 5.99 0.22
15 C -3.96 -3.20 0.78
16 C -4.86 -1.66 -1.27
17 C -5.66 -2.76 -0.91
18 C -5.17 -3.52 0.19
19 C 3.81 3.35 0.96
20 C 2.04 -6.13 0.92
21 C 4.18 5.61 1.44
22 C 2.99 5.03 -0.57
23 C -1.40 2.22 -2.21
24 C 3.17 3.72 -0.24
25 H 1.13 -6.74 0.90
26 H -6.51 -3.05 -1.51
27 H -2.35 -1.84 0.84
28 H 4.46 6.23 2.28
29 H 2.44 5.20 -1.48
30 H -5.58 -4.44 0.55
31 H -5.07 -1.06 -2.14
32 H 3.45 7.04 0.02
33 H -1.17 1.16 -2.17
34 H 1.16 -1.67 1.63
35 H 2.74 2.97 -0.88
36 H 3.97 2.34 1.31
37 H -3.64 -3.74 1.66

---

# 6
Entry from the OMol25 dataset: a 2-piece molecular cluster, C13H13F3NO5S overall (the ωB97M-V functional and the def2-TZVPD basis).

Summary:
HOMO energy: -0.194 Ha
molar mass: 352.31 g/mol
orbital gap: 6.99 eV
charge: -1

Geometry (Å):
1 S 4.23 -3.61 -4.67
2 F 2.83 -3.28 -2.43
3 F 2.19 -2.03 -4.08
4 F 4.01 -1.56 -3.00
5 O 4.59 -2.66 -5.70
6 O 2.10 0.29 -1.99
7 O 5.32 -4.09 -3.85
8 O -1.40 -1.58 -0.17
9 O 3.26 -4.61 -5.06
10 N -0.09 -0.57 -1.83
11 C 0.27 3.16 0.93
12 C 3.27 -2.57 -3.49
13 C -2.08 0.07 3.17
14 C 0.50 1.28 -0.47
15 C -1.33 1.32 1.13
16 C -2.51 0.64 1.80
17 C 0.98 2.51 -0.07
18 C -0.83 -0.61 -0.59
19 C 1.00 0.36 -1.54
20 C -0.69 -0.58 3.23
21 C -0.62 0.70 0.11
22 C -0.86 2.57 1.52
23 C -3.69 1.60 2.01
24 H -4.27 1.75 1.10
25 H -0.38 -0.98 2.26
26 H -0.68 -0.23 -2.58
27 H -1.38 3.11 2.30
28 H -2.10 0.92 3.86
29 H 1.86 2.94 -0.53
30 H -3.35 2.56 2.40
31 H -2.85 -0.65 3.48
32 H -4.35 1.19 2.77
33 H 0.05 0.12 3.61
34 H -2.84 -0.17 1.15
35 H -0.71 -1.42 3.92
36 H 0.59 4.13 1.29

---

# 7
Entry from the OMol25 dataset: a 2-piece molecular cluster, C13H13IP overall at a distorted geometry (the ωB97M-V functional and the def2-TZVPD basis).

Summary:
HOMO energy: -0.454 Ha
energy relative to the best compared isomer or geometry (same formula, charge and spin): 70.3 kcal/mol
molar mass: 327.12 g/mol
orbital gap: 6.35 eV
charge: +1

Geometry (Å):
1 I -2.98 0.50 1.19
2 P -0.72 -0.51 1.49
3 C 0.46 2.08 0.65
4 C 0.03 -4.09 -0.24
5 C 1.52 2.57 -1.38
6 C -1.15 -2.71 -1.86
7 C 1.50 1.18 -1.60
8 C 0.20 0.75 0.47
9 C 0.76 0.34 -0.77
10 C 0.90 3.05 -0.20
11 C -0.25 -3.08 0.72
12 C -1.23 -1.72 -0.97
13 C -0.31 3.33 2.68
14 C -0.76 -1.87 0.33
15 C -0.58 -3.89 -1.48
16 H 0.88 -0.68 -1.01
17 H 0.34 -5.10 -0.03
18 H 1.25 4.03 0.10
19 H -0.82 2.78 3.45
20 H -0.09 2.54 1.94
21 H 2.31 3.21 -1.86
22 H -1.39 -0.74 -1.26
23 H 0.57 3.76 3.00
24 H 0.22 -3.26 1.72
25 H 2.20 0.66 -2.30
26 H -1.55 -2.59 -2.88
27 H -0.95 4.07 2.46
28 H -0.35 -4.61 -2.33

---

# 8
Entry from the OMol25 dataset: a single C13H13N molecule at a distorted geometry (the ωB97M-V functional and the def2-TZVPD basis).

Summary:
spin multiplicity: 3
HOMO energy (alpha / beta): -0.191 / -0.316 Ha
energy relative to the best compared isomer or geometry (same formula, charge and spin): 0.0 kcal/mol
molar mass: 183.25 g/mol
orbital gap (alpha / beta): 6.06 / 8.30 eV
<S²>: 2.03

Geometry (Å):
1 N 0.39 -0.56 1.01
2 C -1.23 2.84 2.70
3 C -1.15 1.24 0.85
4 C -0.21 0.08 -2.19
5 C 0.15 0.78 2.95
6 C -0.20 0.46 1.60
7 C -1.53 0.91 -0.39
8 C 0.84 -2.25 -0.63
9 C 1.29 -1.92 -2.11
10 C -0.36 1.97 3.45
11 C -0.02 -1.20 -0.04
12 C -1.61 2.45 1.48
13 C 0.87 -0.56 -2.68
14 C -0.97 -0.38 -1.05
15 H 2.42 -2.01 -2.27
16 H 0.58 -0.08 3.53
17 H -1.73 3.65 3.13
18 H 0.14 -3.11 -0.81
19 H -0.16 2.32 4.48
20 H -1.89 -0.97 -1.31
21 H 0.91 -2.60 -2.85
22 H -2.16 1.54 -0.88
23 H -0.46 1.06 -2.43
24 H 1.53 -2.50 0.14
25 H 1.30 -0.85 1.36
26 H -2.40 2.91 0.92
27 H 1.58 -0.41 -3.49

---

# 9
Entry from the OMol25 dataset: C13H14AuClN2O6 as an isolated structure (the ωB97M-V functional and the def2-TZVPD basis).

Summary:
spin multiplicity: 3
HOMO energy (alpha / beta): -0.289 / -0.313 Ha
molar mass: 526.68 g/mol
orbital gap (alpha / beta): 7.96 / 5.11 eV
<S²>: 2.02

Geometry (Å):
1 Au 1.27 1.11 -0.43
2 Cl -3.81 -2.73 2.67
3 O 0.49 -2.07 -1.09
4 O -0.04 -0.06 0.93
5 O 4.00 -1.60 -0.73
6 O -1.76 0.20 2.31
7 O 2.46 -0.19 -1.54
8 O 0.17 4.80 1.04
9 N 1.70 3.03 -1.69
10 N 0.32 2.56 0.61
11 C 1.68 4.10 -0.67
12 C -0.85 0.67 1.65
13 C -2.75 -1.95 0.33
14 C -0.58 2.18 1.67
15 C -1.89 -1.04 -1.84
16 C 1.87 -2.47 -0.96
17 C 2.87 -1.30 -1.03
18 C -2.52 -2.57 1.57
19 C -0.41 -2.24 -0.17
20 C -1.72 -1.77 -0.54
21 C -0.20 -2.89 1.08
22 C 0.62 3.85 0.42
23 C -1.25 -3.05 1.94
24 H -1.55 -1.65 -2.67
25 H 2.07 -3.09 -1.83
26 H -0.16 2.41 2.66
27 H 2.59 2.95 -2.17
28 H -1.10 -3.50 2.91
29 H 2.06 -3.04 -0.06
30 H 0.78 -3.22 1.38
31 H -2.93 -0.77 -1.99
32 H -3.74 -1.58 0.10
33 H 1.49 5.08 -1.10
34 H -1.28 -0.14 -1.83
35 H 2.65 4.12 -0.18
36 H -1.53 2.71 1.61
37 H 0.97 3.16 -2.37

---

# 10
Entry from the OMol25 dataset: a 3-piece molecular cluster, C13H14BBr2N3O3PS overall at a distorted geometry (the ωB97M-V functional and the def2-TZVPD basis).

Summary:
HOMO energy: -0.178 Ha
molar mass: 493.93 g/mol
orbital gap: 7.38 eV
charge: -1

Geometry (Å):
1 Br 1.42 -0.28 -2.99
2 Br 6.44 0.57 0.29
3 S -1.11 4.43 -0.52
4 P 5.22 2.13 -0.86
5 O 3.03 0.13 -0.77
6 O 5.34 3.51 0.14
7 O 2.34 2.21 -0.07
8 N 0.25 -3.88 -1.38
9 N 0.57 2.53 -1.66
10 N -5.24 2.89 0.44
11 C -3.69 2.13 2.12
12 C -4.00 2.79 0.94
13 C 1.54 -3.51 -1.37
14 C 2.19 -5.39 -0.07
15 C -4.72 1.53 2.82
16 C -6.22 2.30 1.14
17 C -0.06 -5.00 -0.73
18 C 0.86 -5.79 -0.06
19 C 2.54 -4.23 -0.74
20 C 1.19 1.62 -0.58
21 C -0.01 3.42 -1.10
22 C -6.01 1.62 2.33
23 C 1.68 0.17 -1.07
24 B 3.36 1.57 -0.93
25 H -4.52 1.00 3.75
26 H 2.94 -5.98 0.44
27 H 5.39 4.25 -0.47
28 H 1.77 -2.59 -1.91
29 H -3.23 3.28 0.36
30 H -1.11 -5.27 -0.75
31 H -2.67 2.08 2.47
32 H 3.04 1.92 -2.06
33 H 1.06 -0.57 -0.53
34 H 0.36 1.53 0.16
35 H 3.56 -3.89 -0.77
36 H -6.85 1.17 2.85
37 H -7.21 2.40 0.71
38 H 0.54 -6.69 0.45

---

# 11
Entry from the OMol25 dataset: C13H14BrN6O3Ru as an isolated structure at a distorted geometry (the ωB97M-V functional and the def2-TZVPD basis).

Summary:
spin multiplicity: 6
HOMO energy (alpha / beta): -0.236 / -0.300 Ha
molar mass: 483.27 g/mol
orbital gap (alpha / beta): 6.52 / 7.18 eV
<S²>: 8.80

Geometry (Å):
1 Ru -0.32 0.97 -1.15
2 Br -0.96 2.21 -3.18
3 O 3.86 4.53 -0.37
4 O -1.24 -3.28 -1.71
5 O 0.36 -1.88 -1.85
6 N -1.59 -1.04 -1.42
7 N -2.88 1.06 -0.70
8 N -3.49 -2.41 -0.98
9 N 2.06 1.02 -1.48
10 N -3.51 -0.16 -0.64
11 N -0.79 -2.14 -1.67
12 C 0.33 -2.69 3.24
13 C 4.03 2.34 -1.36
14 C 1.29 -2.12 2.40
15 C 1.00 -0.99 1.65
16 C -0.29 -0.39 1.68
17 C -1.25 -0.99 2.55
18 C -0.94 -2.10 3.31
19 C -0.63 0.72 0.85
20 C 1.94 3.20 -0.50
21 C -2.84 -1.25 -1.03
22 C 3.37 1.18 -1.71
23 C 3.29 3.36 -0.75
24 C 1.38 2.00 -0.89
25 H -2.96 -3.22 -1.22
26 H -1.69 -2.53 3.97
27 H 1.75 -0.56 1.00
28 H -2.99 1.56 0.17
29 H 2.28 -2.57 2.34
30 H -4.50 -0.23 -0.49
31 H 0.56 -3.57 3.83
32 H 5.09 2.46 -1.56
33 H 4.78 4.54 -0.64
34 H 3.89 0.36 -2.19
35 H -3.13 1.60 -1.50
36 H 1.38 3.99 -0.02
37 H -4.40 -2.47 -0.57
38 H -2.24 -0.54 2.61

---

# 12
Entry from the OMol25 dataset: C13H14Cl2NO3PPtS2 as an isolated structure (the ωB97M-V functional and the def2-TZVPD basis).

Summary:
spin multiplicity: 4
HOMO energy (alpha / beta): -0.072 / -0.149 Ha
molar mass: 593.35 g/mol
orbital gap (alpha / beta): 4.58 / 5.81 eV
<S²>: 3.78
charge: -1

Geometry (Å):
1 Pt -0.82 -1.93 -0.26
2 Cl -0.21 -3.92 -4.89
3 Cl -0.30 1.27 -6.41
4 S -1.25 -2.51 2.03
5 S 1.64 -1.60 0.58
6 P 0.35 -1.33 2.05
7 O -0.05 0.22 2.08
8 O 1.02 -1.53 3.50
9 O -0.70 -2.77 -2.15
10 N -0.96 -0.25 -1.49
11 C -1.08 0.67 2.97
12 C -1.04 2.18 2.98
13 C -0.38 -2.23 -4.46
14 C -1.06 1.05 -1.09
15 C -0.43 0.07 -5.12
16 C 2.37 -1.15 3.78
17 C -0.99 2.08 -1.99
18 C -0.79 1.85 -3.36
19 C 2.58 0.36 3.82
20 C -0.29 -1.26 -5.45
21 C -0.65 0.50 -3.80
22 C -0.60 -1.89 -3.13
23 C -0.73 -0.52 -2.83
24 H 3.62 0.57 4.08
25 H -0.91 0.26 3.97
26 H 2.37 0.82 2.85
27 H 2.59 -1.59 4.75
28 H -1.28 2.59 2.00
29 H -1.77 2.56 3.71
30 H -0.05 2.53 3.27
31 H -0.72 2.66 -4.07
32 H -0.12 -1.55 -6.48
33 H 1.93 0.82 4.57
34 H -2.04 0.29 2.61
35 H -1.20 1.21 -0.03
36 H -1.09 3.10 -1.62
37 H 3.03 -1.61 3.03

---

Repeat the fifth record exactly.
Entry from the OMol25 dataset: a 5-piece molecular cluster, C13H13Cl9N2 overall at a distorted geometry (the ωB97M-V functional and the def2-TZVPD basis).

Summary:
spin multiplicity: 2
HOMO energy (alpha / beta): -0.418 / -0.418 Ha
molar mass: 516.34 g/mol
orbital gap (alpha / beta): 6.69 / 2.40 eV
<S²>: 0.77
charge: +1

Geometry (Å):
1 Cl -2.97 2.59 -2.93
2 Cl 3.22 -6.77 -0.23
3 Cl 2.64 -1.49 -0.27
4 Cl 2.78 -6.25 2.56
5 Cl -0.07 3.04 -3.09
6 Cl -1.25 2.65 -0.52
7 Cl -0.09 -0.76 -0.27
8 Cl 1.49 -4.46 0.61
9 Cl 1.67 0.53 1.63
10 N -3.64 -1.31 -0.70
11 N 4.39 4.29 1.78
12 C -3.27 -2.10 0.34
13 C 1.34 -0.99 0.79
14 C 3.59 5.99 0.22
15 C -3.96 -3.20 0.78
16 C -4.86 -1.66 -1.27
17 C -5.66 -2.76 -0.91
18 C -5.17 -3.52 0.19
19 C 3.81 3.35 0.96
20 C 2.04 -6.13 0.92
21 C 4.18 5.61 1.44
22 C 2.99 5.03 -0.57
23 C -1.40 2.22 -2.21
24 C 3.17 3.72 -0.24
25 H 1.13 -6.74 0.90
26 H -6.51 -3.05 -1.51
27 H -2.35 -1.84 0.84
28 H 4.46 6.23 2.28
29 H 2.44 5.20 -1.48
30 H -5.58 -4.44 0.55
31 H -5.07 -1.06 -2.14
32 H 3.45 7.04 0.02
33 H -1.17 1.16 -2.17
34 H 1.16 -1.67 1.63
35 H 2.74 2.97 -0.88
36 H 3.97 2.34 1.31
37 H -3.64 -3.74 1.66

---

> Look up the molar mass of the fourth one.

609.98 g/mol

---

> What is the formula in the ninth record?

C13H14AuClN2O6

---

What did the first record say?
Entry from the OMol25 dataset: C13H12N4PdS3 as an isolated structure at a distorted geometry (the ωB97M-V functional and the def2-TZVPD basis).

Summary:
spin multiplicity: 5
HOMO energy (alpha / beta): -0.504 / -0.531 Ha
energy relative to the best compared isomer or geometry (same formula, charge and spin): 0.0 kcal/mol
molar mass: 426.89 g/mol
orbital gap (alpha / beta): 5.61 / 3.67 eV
<S²>: 6.06
charge: +2

Geometry (Å):
1 Pd 0.34 0.29 -0.62
2 S 0.70 -1.97 -0.04
3 S 2.63 0.79 -0.70
4 S 3.73 3.37 -0.89
5 N 0.24 1.83 -1.96
6 N 1.28 2.72 -1.94
7 N -0.83 -2.88 1.98
8 N -1.65 0.32 -1.09
9 C -0.95 -3.33 3.22
10 C -2.04 1.29 -1.98
11 C 5.09 2.42 -1.67
12 C -0.04 -3.16 4.27
13 C 1.05 -2.28 4.00
14 C -0.93 2.12 -2.46
15 C -3.37 1.38 -2.35
16 C -4.29 0.56 -1.61
17 C 0.35 -2.27 1.62
18 C 1.28 -1.91 2.68
19 C 2.34 2.33 -1.28
20 C -2.51 -0.48 -0.45
21 C -3.82 -0.39 -0.75
22 H -4.53 -1.04 -0.24
23 H 4.84 2.23 -2.78
24 H -2.03 -1.21 0.23
25 H -0.10 -3.83 5.12
26 H 2.07 -1.34 2.35
27 H -1.70 -4.09 3.35
28 H -3.70 2.05 -3.12
29 H 1.70 -1.88 4.75
30 H -0.95 3.02 -3.14
31 H -5.41 0.63 -1.75
32 H 5.95 3.16 -1.71
33 H 5.26 1.55 -1.05